DFT (the ωB97M-V functional and the def2-TZVPD basis) results for a cluster of 3 separate species, C19H41Cl2N2O7P in total.

Its SMILES is C[C@H](Cl)[C@H](Cl)[C@@H]1CC(=O)O[C@@H]1[PH2]=O.COCCNCCOC.COCCNCCOC. Its LUMO energy is 0.28 eV. The value obtained for the HOMO energy is -8.62 eV. The calculation puts the gap between HOMO and LUMO at 8.90 eV. The net charge is 0.

Element x y z (Å)
C (-1.41687, -1.34896, 3.23829)
C (-2.53027, -2.29980, 2.83090)
Cl (-1.76842, -3.70949, 1.97693)
C (-3.60875, -1.73871, 1.88226)
Cl (-2.99380, -0.32843, 0.97090)
C (-4.95213, -1.37489, 2.53718)
C (-5.12510, 0.05187, 3.05814)
C (-4.42800, -0.08022, 4.41355)
O (-3.83316, 0.77298, 5.04237)
O (-4.50642, -1.38366, 4.81450)
C (-5.29416, -2.08380, 3.83458)
P (-5.13105, -3.92314, 3.85721)
O (-4.71620, -4.52304, 5.13413)
H (-0.99314, -1.70561, 4.16701)
H (-1.78004, -0.34976, 3.42044)
H (-0.62739, -1.36220, 2.50544)
H (-2.94180, -2.72540, 3.73072)
H (-3.79257, -2.46827, 1.11690)
H (-5.72266, -1.65765, 1.82293)
H (-4.75617, 0.86143, 2.46248)
H (-6.18534, 0.14038, 3.25182)
H (-6.32163, -1.91683, 4.14758)
H (-6.41917, -4.32784, 3.45585)
H (-4.31240, -4.22602, 2.75178)
C (-1.09172, 2.18267, -6.38845)
O (-0.49225, 3.15275, -5.55241)
C (-1.40342, 4.09534, -5.00291)
C (-1.51566, 3.92796, -3.50376)
N (-2.18985, 2.68196, -3.16192)
C (-2.15327, 2.34219, -1.74255)
C (-0.79153, 2.05645, -1.11611)
O (-0.16531, 0.88247, -1.59449)
C (0.60672, 1.03492, -2.77244)
H (-0.28981, 1.60488, -6.84416)
H (-1.73659, 1.49907, -5.82508)
H (-1.67891, 2.65295, -7.18258)
H (-2.38512, 4.01594, -5.47780)
H (-1.00805, 5.09297, -5.21391)
H (-2.08971, 4.76407, -3.09454)
H (-0.49916, 3.98015, -3.09056)
H (-1.76791, 1.92727, -3.68567)
H (-2.77065, 1.44974, -1.61211)
H (-2.63706, 3.14615, -1.17901)
H (-0.95401, 1.88791, -0.04754)
H (-0.10993, 2.91185, -1.19218)
H (1.05500, 2.02889, -2.84354)
H (0.01283, 0.83125, -3.66766)
H (1.40688, 0.29506, -2.73649)
C (2.51102, -2.11401, 0.94021)
O (3.30106, -1.19930, 1.67513)
C (4.47914, -1.75538, 2.24427)
C (5.70958, -1.17548, 1.58274)
N (5.83599, -1.64410, 0.20872)
C (6.85459, -0.95198, -0.57524)
C (6.64087, 0.53213, -0.85284)
O (5.53773, 0.80200, -1.69687)
C (4.28418, 0.90995, -1.04580)
H (1.58872, -1.60347, 0.66640)
H (3.01255, -2.43850, 0.02163)
H (2.26033, -2.99325, 1.54120)
H (4.47584, -2.84670, 2.17723)
H (4.48948, -1.48380, 3.30372)
H (6.59853, -1.48004, 2.14239)
H (5.62658, -0.08190, 1.64685)
H (4.94630, -1.53641, -0.25835)
H (6.92097, -1.46028, -1.53992)
H (7.82274, -1.08325, -0.08212)
H (7.52182, 0.89614, -1.38804)
H (6.57094, 1.12205, 0.06860)
H (4.38141, 1.31525, -0.03605)
H (3.77196, -0.05527, -1.00808)
H (3.66286, 1.58784, -1.63181)

---

DFT (the ωB97M-V functional and the def2-TZVPD basis) results for a structure of composition C39H33Cl2N3O5STeZr.

The energy relative to the best compared isomer or geometry (same formula, charge and spin) comes out at 81.7 kJ/mol. Its LUMO energy is -0.83 eV. The value obtained for the HOMO energy is -7.42 eV. The calculation puts the gap between HOMO and LUMO at 6.59 eV. The net charge is 0.

Element x y z (Å)
Zr (1.59726, 0.63202, -0.00206)
N (0.86040, 0.41222, 2.26152)
C (1.19552, -0.87302, 2.89661)
C (2.47126, -1.43370, 2.28429)
O (3.15684, -2.23206, 2.90722)
N (2.66835, -1.00077, 1.02635)
C (3.80995, -1.56688, 0.32811)
C (3.54604, -1.32197, -1.14723)
O (3.81510, -2.08739, -2.03922)
O (2.89596, -0.17641, -1.33637)
H (1.35809, 1.17582, 2.71566)
H (-0.12959, 0.63260, 2.34911)
H (0.38721, -1.57577, 2.68426)
H (1.30499, -0.79363, 3.97762)
H (3.92190, -2.63850, 0.50038)
H (4.75176, -1.08703, 0.62003)
Cl (3.75395, 1.77966, 1.28304)
C (4.27892, 3.25645, 0.46533)
C (5.31460, 3.93075, 1.08319)
C (5.80077, 5.08189, 0.48858)
C (5.23126, 5.51340, -0.70144)
C (4.19543, 4.80649, -1.28139)
Cl (3.53552, 5.42855, -2.76071)
C (3.65472, 3.62570, -0.72813)
S (2.33775, 2.80172, -1.48775)
H (5.73013, 3.55441, 2.00699)
H (6.61365, 5.63284, 0.93913)
H (5.58957, 6.40678, -1.19278)
C (-4.48119, 1.22971, 2.82371)
C (-3.29078, 1.20489, 1.90630)
C (-2.50303, 2.33642, 1.71054)
C (-1.42460, 2.32741, 0.82736)
C (-0.30389, 3.30102, 0.94470)
O (0.83564, 2.84033, 1.05737)
C (-0.51570, 4.75928, 0.98401)
C (0.56795, 5.57824, 1.30759)
C (0.41922, 6.95204, 1.28845)
C (-0.80434, 7.51148, 0.93666)
C (-1.87824, 6.70240, 0.59761)
C (-1.73502, 5.32382, 0.61834)
C (-1.15800, 1.17667, 0.07157)
O (-0.20129, 1.18965, -0.83585)
C (-1.82374, -0.01622, 0.39446)
C (-2.90607, 0.02546, 1.26870)
C (-1.24195, -1.29425, -0.06934)
N (0.02614, -1.37846, -0.23095)
C (0.60124, -2.59588, -0.80931)
C (0.67883, -2.44294, -2.31662)
Te (1.60667, -4.14197, -3.20897)
C (-0.18194, -5.25538, -3.07797)
C (-0.33264, -6.23680, -2.09957)
C (-1.49662, -6.99164, -2.02900)
C (-2.52636, -6.76760, -2.92938)
C (-2.39104, -5.78569, -3.90051)
C (-1.22380, -5.03904, -3.97831)
C (-2.18650, -2.43237, -0.28120)
C (-3.05310, -2.39101, -1.36827)
C (-3.94071, -3.43403, -1.58682)
C (-3.98894, -4.50108, -0.70236)
C (-3.14264, -4.53249, 0.39629)
C (-2.23700, -3.50378, 0.60397)
H (-4.53554, 2.16945, 3.37258)
H (-4.44265, 0.42008, 3.55348)
H (-5.41177, 1.12158, 2.26429)
H (-2.70225, 3.22374, 2.30094)
H (1.51756, 5.12155, 1.55094)
H (1.25718, 7.59065, 1.53252)
H (-0.91349, 8.58809, 0.91423)
H (-2.82061, 7.14421, 0.30363)
H (-2.55960, 4.68749, 0.32625)
H (-3.43911, -0.89533, 1.48144)
H (0.01355, -3.47966, -0.56015)
H (1.59053, -2.73632, -0.37893)
H (1.25126, -1.57195, -2.62779)
H (-0.31944, -2.38767, -2.75320)
H (0.47028, -6.41463, -1.39503)
H (-1.59346, -7.75637, -1.26824)
H (-3.43201, -7.35889, -2.87817)
H (-3.18842, -5.60927, -4.61152)
H (-1.11424, -4.28918, -4.75239)
H (-3.02113, -1.54752, -2.04753)
H (-4.59417, -3.41291, -2.44881)
H (-4.68484, -5.31211, -0.87152)
H (-3.17827, -5.36446, 1.08706)
H (-1.56329, -3.53294, 1.45241)

---

DFT (the ωB97M-V functional and the def2-TZVPD basis) results for a structure of composition C27H50NdP2.

Its spin multiplicity is 4. Its LUMO energy (alpha / beta) is -3.23 / -3.21 eV. The value obtained for the HOMO energy (alpha / beta) is -9.65 / -9.64 eV. The calculation puts the gap between HOMO and LUMO (alpha / beta) at 6.42 / 6.43 eV. The net charge is +1.

Element x y z (Å)
Nd (0.01945, 0.13437, 1.10351)
C (-0.78927, -2.10953, 2.54849)
C (0.51721, -2.39984, 2.03352)
C (0.74360, -0.88022, 3.76959)
C (-0.64710, -1.16611, 3.61874)
C (1.45936, -1.60836, 2.76742)
C (-2.04877, -2.80754, 2.17986)
H (-2.09311, -3.05033, 1.10597)
H (-2.92703, -2.19083, 2.41361)
H (-2.14913, -3.75560, 2.73735)
C (-1.70754, -0.72856, 4.55220)
H (-2.64424, -1.27035, 4.37100)
H (-1.92535, 0.34405, 4.45316)
H (-1.40950, -0.90228, 5.59715)
C (1.33775, -0.12401, 4.89687)
H (0.95073, -0.49212, 5.86182)
H (1.10916, 0.94995, 4.84488)
H (2.42882, -0.22803, 4.91324)
C (2.94037, -1.70699, 2.66094)
H (3.32610, -2.56520, 3.24264)
H (3.42376, -0.80007, 3.05268)
H (3.27216, -1.83754, 1.61831)
C (0.86891, -3.48829, 1.08443)
H (1.20889, -4.38632, 1.63272)
H (1.68257, -3.19127, 0.40725)
H (0.01198, -3.78472, 0.46880)
C (-1.18684, 1.16642, -3.62230)
C (-1.56143, -0.12078, -3.81583)
C (-1.00409, -0.98415, -4.90720)
C (0.51123, -0.84159, -5.18177)
C (1.34084, -0.51096, -3.98542)
C (1.76392, 0.74042, -3.68094)
C (1.16009, 1.98816, -4.24405)
C (-0.34330, 1.91119, -4.60376)
H (-1.53424, -0.78099, -5.85569)
H (0.67170, -0.14012, -6.01112)
H (-1.21661, -2.03966, -4.69124)
H (-0.45818, 1.52474, -5.62502)
H (-1.65458, 1.78329, -2.85096)
H (-2.49336, -0.53847, -3.42006)
H (-0.71744, 2.94461, -4.64451)
H (1.30857, 2.82460, -3.54233)
H (2.76171, 0.89878, -3.25823)
H (1.70301, 2.28563, -5.15993)
H (0.85782, -1.81336, -5.56738)
H (1.77677, -1.38135, -3.49408)
P (-1.58407, -0.79900, -0.92513)
C (-3.08218, 0.21325, -1.16476)
C (-1.49249, -2.35124, -1.87246)
P (2.04700, 0.20582, -0.71838)
C (0.02477, 0.19964, -1.38548)
C (3.08650, -1.07817, -1.46415)
C (2.68302, 1.89735, -1.00853)
H (-3.11490, 1.01192, -0.40535)
H (-3.94704, -0.44367, -0.99832)
H (-3.19335, 0.68469, -2.14577)
H (-0.94553, -2.24582, -2.82095)
H (-2.51560, -2.70322, -2.08010)
H (-0.97598, -3.10532, -1.25507)
H (2.29396, 2.34026, -1.93482)
H (3.78288, 1.87370, -1.04815)
H (2.37750, 2.54069, -0.16547)
H (-0.19487, 1.26700, -1.54354)
H (0.21177, -0.27162, -2.33998)
H (3.83788, -1.36032, -0.70924)
H (3.59744, -0.73901, -2.37294)
H (2.48692, -1.97201, -1.69512)
C (-1.07158, 3.00055, 4.47173)
C (-1.19446, 2.62361, 2.99047)
C (-1.93513, 3.74075, 2.24317)
C (0.14172, 2.29351, 2.33592)
H (-0.34079, 3.80566, 4.59776)
H (-0.75240, 2.15665, 5.09293)
H (-2.03445, 3.35529, 4.87109)
H (-1.83648, 1.72057, 2.93929)
H (-1.31027, 4.64159, 2.19438)
H (-2.18452, 3.44598, 1.21797)
H (-2.87087, 4.00551, 2.74925)
H (0.39997, 2.98249, 1.51678)
H (0.96028, 2.19232, 3.05863)

---

DFT (the ωB97M-V functional and the def2-TZVPD basis) results for a cluster of 2 separate species, C6H15Br in total.

Its SMILES is CCBr.CCCC. The energy relative to the best compared isomer or geometry (same formula, charge and spin) comes out at 0.0 kJ/mol. Its LUMO energy is 1.00 eV. The value obtained for the HOMO energy is -10.10 eV. The calculation puts the gap between HOMO and LUMO at 11.11 eV. The net charge is 0.

Element x y z (Å)
Br (-2.44109, -1.16075, 1.11606)
C (-2.51098, 0.41251, -1.27087)
C (-2.01257, -0.92087, -0.75941)
H (-2.25133, 0.51628, -2.33784)
H (-2.04718, 1.24366, -0.71348)
H (-3.60651, 0.48699, -1.16654)
H (-2.46920, -1.77949, -1.28828)
H (-0.91310, -1.02440, -0.83615)
C (1.53293, -0.92623, 2.12542)
C (1.07449, 1.24424, -1.08878)
C (1.64427, -0.50966, 0.65918)
C (0.96315, 0.82767, 0.37746)
H (2.03302, -1.89398, 2.29862)
H (0.47204, -1.02224, 2.41161)
H (2.00411, -0.16621, 2.77115)
H (0.60331, 0.48422, -1.73450)
H (2.13538, 1.34025, -1.37496)
H (0.57441, 2.21199, -1.26197)
H (2.71216, -0.43214, 0.37799)
H (1.18325, -1.28641, 0.01920)
H (-0.10473, 0.75015, 0.65865)
H (1.42417, 1.60442, 1.01744)

---

DFT (the ωB97M-V functional and the def2-TZVPD basis) results for the molecule C5H8O2.

Its SMILES is O[C@H]1C[C@]2(CO2)C1. The energy relative to the best compared isomer or geometry (same formula, charge and spin) comes out at 254.1 kJ/mol. Its LUMO energy is 0.92 eV. The value obtained for the HOMO energy is -10.17 eV. The calculation puts the gap between HOMO and LUMO at 11.09 eV. The net charge is 0.

Element x y z (Å)
O (-2.08022, 0.69629, 1.16895)
C (-1.12552, -0.31345, 0.82031)
C (-0.75218, -0.45092, -0.68274)
C (0.65402, 0.06489, -0.35566)
C (1.91399, -0.24055, -1.04225)
O (1.31706, 1.04908, -1.11821)
C (0.27217, 0.26289, 1.11092)
H (-2.18981, 1.33930, 0.45553)
H (-1.46451, -1.21895, 1.32817)
H (-1.32801, 0.20927, -1.33950)
H (-0.77960, -1.46821, -1.08891)
H (2.85810, -0.29582, -0.49794)
H (1.89812, -0.80361, -1.97994)
H (-0.11693, 1.27622, 1.31066)
H (0.92330, -0.10642, 1.91062)

---

Number 1: electronic energy -72011.419 eV. Number 2: electronic energy -100146.144 eV. Number 3: electronic energy -62654.132 eV. Number 4: electronic energy -76508.019 eV. Number 5: electronic energy -9407.199 eV.